Entry 1:
Formula: C44H48N5O5PPbS2Te
Source: the OMol25 dataset
Level of theory: ωB97M-V/def2-TZVPD

```
107
Properties=species:S:1:pos:R:3:forces:R:3:mulliken_spin:R:1
C 2.683 -0.450 4.576 0.047 -0.005 0.050 0.000
H 2.510 -2.308 5.631 0.003 -0.011 0.006 0.000
H 0.848 9.559 2.227 0.003 -0.001 -0.002 0.000
H -4.007 -1.112 0.135 -0.002 -0.014 0.013 0.000
H 5.862 -2.730 -0.709 0.005 0.002 0.004 0.000
C -3.360 1.649 5.718 -0.011 0.002 0.000 -0.001
C 2.436 -1.813 4.671 0.004 0.070 -0.016 0.000
H 3.443 1.484 -1.598 0.001 0.013 0.000 -0.001
C -3.866 1.154 7.043 0.005 -0.005 0.004 0.000
H -3.156 0.474 7.512 -0.001 0.001 0.002 0.000
H -2.537 7.377 0.027 -0.007 -0.011 -0.006 0.001
H 5.382 0.869 -2.978 -0.005 0.012 0.003 0.000
C 0.479 -1.909 -7.292 -0.003 0.006 0.018 0.000
H -0.098 5.509 -1.989 0.006 0.006 -0.001 0.004
H 2.959 -1.982 -2.772 0.000 0.025 0.035 0.000
N 2.214 -2.193 -3.415 0.104 0.061 0.047 0.001
H 1.544 6.216 -0.222 -0.003 -0.006 0.005 -0.001
O -0.698 -2.910 3.463 -0.189 -0.077 -0.098 0.000
C -2.216 1.129 5.139 0.023 0.000 0.010 0.005
H 0.877 2.995 2.648 0.011 0.114 0.069 0.035
C 3.555 -0.275 -0.356 -0.015 -0.076 0.007 0.001
H 1.876 -3.596 3.611 0.050 0.030 0.006 0.000
H 3.126 2.180 1.352 0.020 -0.027 0.005 0.000
C 1.304 8.707 2.729 -0.004 0.002 -0.006 -0.001
C -4.037 2.646 5.028 -0.009 0.006 -0.005 0.006
H -4.768 3.820 2.132 -0.002 -0.007 0.005 -0.011
C 1.994 4.208 0.330 0.037 -0.042 -0.121 -0.009
H 2.399 -2.174 -4.405 0.004 -0.013 -0.006 0.000
O -0.119 -1.726 1.402 -1.843 0.260 -0.412 0.001
C 0.368 -4.319 -5.913 -0.003 0.000 0.016 0.000
C 0.551 -3.110 -7.984 -0.002 -0.007 -0.001 0.000
C -1.755 1.561 3.898 -0.033 0.053 -0.005 -0.090
C -0.454 0.987 3.407 -0.162 -0.289 0.022 -0.018
H -1.671 0.369 5.692 -0.009 0.011 0.029 0.000
C -2.407 6.345 0.350 -0.008 0.040 0.021 0.030
C 0.488 -4.313 -7.294 -0.001 0.002 -0.005 0.000
H -5.286 4.444 3.701 0.004 0.010 0.006 0.002
C -1.239 6.246 1.303 0.004 0.056 0.042 -0.024
H 2.344 8.638 2.404 0.001 -0.001 0.003 0.002
C 2.594 0.190 3.348 0.118 -0.055 -0.067 0.000
H -2.744 -1.013 -1.092 0.009 -0.009 0.008 -0.004
O -2.355 -1.459 2.360 -0.011 -0.041 0.005 0.000
C 5.061 0.212 -2.179 0.013 -0.023 -0.018 0.001
C 0.559 7.435 2.433 0.046 -0.013 0.045 0.019
H -4.048 1.983 7.727 0.000 -0.001 -0.003 0.000
C -0.531 7.417 1.579 -0.063 -0.035 -0.027 -0.009
C 0.780 3.783 3.399 -0.033 0.106 -0.046 0.017
H 0.333 -5.251 -5.363 0.001 -0.003 -0.004 0.000
H -0.335 1.102 2.333 -0.003 0.008 -0.062 0.011
C 5.331 -1.808 -0.905 -0.037 0.011 -0.018 0.000
C -2.451 2.565 3.221 0.071 -0.044 -0.023 0.114
C 1.698 2.862 0.085 0.071 -0.052 0.021 -0.006
C -4.417 4.177 3.102 -0.013 -0.002 -0.001 0.033
C 0.948 6.233 3.017 0.004 0.037 -0.007 -0.008
H 2.690 4.477 1.113 0.005 -0.006 -0.018 -0.001
C 1.992 -1.902 2.313 1.206 -0.273 0.127 -0.001
H 0.253 -0.977 -5.365 -0.001 -0.007 0.009 0.001
H -0.635 -3.598 -3.390 0.007 -0.006 -0.001 0.000
H 1.801 6.221 3.688 0.003 0.007 0.004 0.000
C 2.251 -0.535 2.210 0.279 0.046 0.018 -0.001
C 4.239 -1.465 -0.119 -0.008 0.015 -0.036 0.000
C -3.516 -0.443 -0.570 -0.009 0.004 0.044 0.031
N 0.152 -3.122 -3.803 0.009 0.022 0.011 0.002
C -3.608 3.116 3.795 -0.048 -0.016 -0.022 -0.084
C 5.744 -0.972 -1.934 -0.024 -0.009 0.009 0.000
H 0.094 3.427 4.170 0.012 0.133 -0.016 -0.003
H 1.313 8.911 3.801 -0.002 0.001 0.000 0.001
H 1.755 3.942 3.861 0.019 0.004 0.014 0.002
H -2.266 5.732 -0.542 0.012 -0.013 0.000 0.001
C 0.276 5.045 2.764 -0.121 0.060 0.057 -0.156
H 3.929 -2.126 0.679 0.009 0.007 0.001 0.000
H 0.540 -5.250 -7.831 0.000 0.001 -0.001 0.000
C 0.339 -1.908 -5.912 0.001 0.013 -0.026 0.000
H -0.511 3.089 -2.299 0.009 -0.012 -0.001 -0.004
C 1.350 5.168 -0.413 0.073 -0.015 -0.075 -0.005
C 1.095 -2.734 -2.924 -0.080 -0.053 0.009 -0.002
H 0.650 -3.108 -9.061 0.001 0.000 0.000 0.000
S 0.828 -2.906 -1.263 -0.025 0.024 0.028 -0.001
H 0.393 1.434 3.928 -0.094 -0.125 -0.087 -0.004
Te -1.963 3.298 1.286 0.021 -0.039 0.039 0.572
H -0.467 -0.682 4.568 -0.017 -0.017 -0.001 0.000
H -3.340 6.019 0.813 0.001 -0.010 -0.001 -0.010
H 2.951 0.117 5.458 0.015 0.006 0.010 0.000
C 0.292 -3.115 -5.226 0.001 -0.003 -0.018 0.000
N -1.711 1.066 0.255 0.094 -0.153 0.085 0.389
N 0.832 2.487 -0.852 -0.102 0.026 -0.086 0.013
H -4.262 -0.107 -1.290 0.004 -0.007 -0.011 0.002
C 3.970 0.558 -1.396 -0.046 -0.016 -0.034 -0.003
O -0.307 -0.440 3.645 -0.196 -0.026 -0.021 0.005
Pb -0.271 0.129 -1.085 0.228 0.118 0.009 0.033
H -3.828 5.083 2.941 0.000 -0.002 0.005 -0.010
H 2.771 1.258 3.301 0.023 0.000 -0.025 0.000
H 0.515 -0.970 -7.828 0.001 -0.003 -0.003 0.000
P 2.065 0.211 0.578 0.136 -0.035 -0.046 0.000
H -4.809 0.621 6.917 0.001 -0.001 -0.002 0.000
C 0.431 4.783 -1.389 0.032 -0.002 0.014 0.017
C -0.839 5.049 1.913 0.005 -0.021 0.079 0.110
C -3.023 0.766 0.208 0.064 -0.021 0.090 -0.010
C 0.205 3.439 -1.563 0.016 0.021 -0.005 -0.007
H 6.599 -1.240 -2.541 0.004 0.000 0.001 0.000
O -3.878 1.456 0.785 0.006 -0.013 0.032 -0.005
H -0.853 8.343 1.114 0.006 0.000 0.002 0.002
S -1.017 -1.911 2.502 -0.653 0.183 0.058 0.004
N 2.313 1.869 0.840 -0.008 0.152 -0.038 0.019
H 1.689 -2.464 1.437 0.691 -0.037 0.269 0.000
C 2.092 -2.539 3.539 0.244 0.022 -0.004 0.000
H -4.937 3.069 5.460 0.004 0.000 0.003 0.000
```
Positions in Å, forces in eV/Å.

Computed properties:
- Relative energy (zero: lowest compared OMol25 entry of this formula, charge and spin): 123.8 kJ/mol
- ⟨S²⟩: 0.758
- Electronic energy: -107589.801 eV
- Total charge: +1
- Kohn-Sham gap (alpha / beta): 7.04 / 6.88 eV
- HOMO level (alpha / beta): -9.275 / -10.107 eV
- Spin multiplicity: 2

=====

Entry 2:
Formula: C3H2FO2
Source: the OMol25 dataset
Level of theory: ωB97M-V/def2-TZVPD

```
8
Properties=species:S:1:pos:R:3:forces:R:3:nbo_charge:R:1
C -1.469 0.056 0.087 0.019 2.810 -0.129 0.261
F -1.729 -2.459 0.145 0.104 2.062 -0.175 -0.380
O -1.356 1.269 -0.015 0.342 0.683 0.830 -0.734
C 1.570 0.577 0.095 -1.189 0.069 -3.467 0.288
H 0.817 -0.149 0.561 1.125 0.934 0.183 0.157
O 2.742 0.760 0.317 -0.594 -0.232 0.836 -0.571
H 1.109 1.038 -0.945 0.683 -0.768 2.396 0.098
C -1.683 -1.092 -0.246 -0.490 -5.558 -0.473 -0.119
```
Positions in Å, forces in eV/Å.

Computed properties:
- Relative energy (zero: lowest compared OMol25 entry of this formula, charge and spin): 393.1 kJ/mol
- Electronic energy: -9952.848 eV
- Total charge: -1
- Kohn-Sham gap: 7.09 eV
- HOMO level: -3.047 eV

=====

Entry 3:
Formula: C33H37BClN8O4V
Source: the OMol25 dataset
Level of theory: ωB97M-V/def2-TZVPD

```
85
Properties=species:S:1:pos:R:3:forces:R:3:mulliken_spin:R:1
C -11.894 9.780 3.093 -2.181 0.806 -0.111 0.004
H -10.947 9.365 3.324 0.960 -0.084 0.121 0.001
C -14.663 15.374 6.239 0.289 2.223 -1.504 0.000
H -18.595 8.120 4.669 -0.284 0.357 -0.115 0.000
H -17.903 9.037 3.368 0.622 -0.003 -0.122 0.002
H -18.875 9.749 7.278 -0.208 -0.234 -0.344 0.000
H -14.010 8.641 -2.732 -0.099 -0.219 0.365 0.000
C -16.970 11.496 8.610 1.545 0.543 -0.799 0.001
N -15.249 8.884 2.962 0.273 -0.508 -0.124 -0.026
H -14.039 6.428 1.438 0.247 -0.722 -0.490 0.000
H -22.097 9.690 -1.571 -0.649 0.724 0.228 0.000
C -17.511 8.990 -3.129 -0.434 -0.442 -0.841 0.000
C -17.086 10.940 7.232 -0.901 0.215 -0.159 -0.002
H -13.658 15.260 6.574 1.053 -0.347 -0.217 0.000
H -16.067 11.056 9.064 -0.381 0.190 0.114 0.000
C -15.645 13.899 3.006 -0.147 2.489 -1.853 0.001
O -19.420 10.649 -0.418 0.344 0.011 0.444 -0.001
H -12.500 8.992 2.650 -0.035 -0.121 0.065 -0.001
C -15.042 14.606 5.024 -0.647 -0.901 0.626 0.000
C -19.029 9.842 -1.456 0.358 -0.264 -0.409 0.000
C -14.112 9.129 -1.765 0.493 1.891 0.187 -0.006
C -11.796 10.455 5.536 -0.803 -0.097 0.746 -0.001
H -21.935 7.967 -1.498 0.016 -0.294 -0.243 0.000
H -21.315 8.888 -0.155 -0.093 0.359 0.076 0.000
H -14.038 12.263 -0.274 0.138 -0.261 -0.892 -0.001
N -16.257 11.276 6.263 1.704 -0.035 -1.732 -0.016
C -12.467 11.307 7.943 0.813 -0.314 -1.257 0.001
H -20.649 7.706 -3.541 0.315 -0.138 0.424 0.000
C -13.972 10.561 -1.747 -0.571 -2.119 2.392 0.001
C -19.833 8.240 -3.046 1.620 0.164 -2.360 0.000
C -21.466 8.902 -1.229 1.924 -0.008 -0.789 0.000
H -15.732 8.049 4.940 0.481 -0.200 -1.612 0.002
H -17.825 11.287 9.218 -0.456 0.021 0.228 0.000
N -15.547 12.868 3.779 0.651 -2.254 1.434 -0.032
C -18.467 11.246 0.410 -0.153 0.733 0.153 -0.004
H -14.796 16.478 6.068 0.069 -1.092 -0.016 0.000
H -15.505 14.731 1.035 0.432 0.732 -0.129 0.000
H -16.764 12.581 8.486 -0.358 -0.577 0.516 0.000
N -14.519 7.007 2.079 -0.631 1.411 -0.109 0.000
N -15.169 13.260 5.043 -0.154 -0.400 -0.113 -0.013
O -14.464 11.125 1.844 0.373 0.616 -0.188 -0.013
H -11.600 10.731 8.307 -0.526 0.162 -0.046 0.000
H -13.722 11.111 -2.613 0.073 0.477 -0.826 0.000
C -14.381 10.494 0.656 0.077 -1.288 0.855 -0.001
C -17.720 9.915 5.351 0.637 0.384 -0.147 0.003
C -15.359 7.868 3.890 -0.764 0.368 1.731 0.002
C -18.414 9.143 4.300 -1.717 -0.327 0.190 0.000
H -14.920 5.726 3.757 0.114 -0.768 0.248 -0.001
H -15.413 12.992 1.030 0.168 -0.155 0.191 0.004
H -14.540 7.380 -0.629 0.240 -0.115 0.086 0.000
C -18.535 8.241 -3.724 -1.278 0.599 2.769 0.000
C -14.321 8.438 -0.563 -0.347 0.079 -1.825 -0.009
H -14.666 12.807 7.171 -0.412 -0.264 0.328 0.000
C -17.731 9.802 -2.010 -0.710 0.237 -0.111 0.000
H -16.927 13.802 1.270 -0.119 -0.053 0.152 0.000
C -20.092 9.048 -1.967 -0.024 -0.614 1.061 0.000
B -14.972 12.175 6.209 -0.048 0.267 -0.752 0.038
H -16.859 10.423 -1.714 -0.948 -0.456 0.237 0.000
H -12.270 12.359 8.158 -0.178 -0.047 -0.146 0.000
C -14.953 6.698 3.350 0.306 0.890 -0.321 -0.005
C -14.737 8.330 1.851 -0.166 0.511 0.830 0.021
H -18.971 12.073 0.942 0.191 -0.531 -0.113 0.000
C -15.430 15.045 3.770 0.925 0.570 0.153 -0.002
H -10.847 10.091 5.804 1.106 -0.375 -0.221 0.000
H -15.366 16.084 3.491 -0.207 -0.093 -0.359 0.000
C -14.451 9.097 0.637 -0.315 -0.633 0.370 0.012
C -14.135 11.194 -0.498 0.364 0.907 -0.589 -0.002
C -12.653 11.007 6.463 0.568 0.800 0.394 0.000
C -12.535 10.333 4.359 2.888 -1.237 -0.670 -0.004
H -13.378 10.989 8.402 -0.402 -0.122 0.824 0.000
H -16.522 8.982 -3.582 -0.167 -0.050 0.087 0.000
C -15.863 13.846 1.509 -0.922 -0.328 0.686 0.000
Cl -18.231 7.160 -5.026 -0.023 0.092 -0.177 0.000
H -11.865 10.577 2.335 0.387 -0.252 0.223 -0.001
V -15.540 10.946 3.266 0.161 -0.790 0.379 1.116
O -17.107 11.066 2.327 -0.016 -0.352 0.148 -0.025
N -13.784 11.274 5.812 -1.309 0.253 0.336 -0.015
H -19.400 9.627 4.018 0.932 -0.598 0.593 0.000
C -17.755 10.336 1.379 0.032 0.833 0.158 0.003
H -17.629 11.705 -0.114 0.011 0.246 -0.523 0.000
N -13.732 10.798 4.547 -2.020 0.874 -0.833 -0.012
N -16.572 10.573 5.079 -0.343 0.951 1.232 -0.021
C -18.059 10.123 6.684 -0.207 -0.389 0.491 0.002
H -15.217 15.143 7.083 -1.506 -0.653 1.479 0.000
O -17.715 9.152 1.312 -0.039 -0.862 -0.163 -0.002
```
Positions in Å, forces in eV/Å.

Computed properties:
- Relative energy (zero: lowest compared OMol25 entry of this formula, charge and spin): 61.0 kJ/mol
- ⟨S²⟩: 0.761
- Electronic energy: -93818.701 eV
- Total charge: +1
- Kohn-Sham gap (alpha / beta): 5.44 / 6.08 eV
- HOMO level (alpha / beta): -10.038 / -10.039 eV
- Spin multiplicity: 2